C5H10N2O in the gas phase. Source: OMol25; level of theory: ωB97M-V/def2-TZVPD.

The geometry in ORCA input format:
```
! RIJCOSX wB97M-V def2-TZVPD def2/J DEFGRID3
* xyz 0 1
C 1.745 -0.064 -0.428
C 0.752 -0.712 0.513
C -1.595 -0.730 0.211
C -1.755 0.607 -0.095
C 0.888 0.792 0.489
H 3.498 -0.958 0.066
H 1.736 0.030 -1.546
H 1.085 -1.198 1.341
H -0.218 -1.222 -1.283
H -1.916 -1.072 1.061
H -2.660 -1.137 -0.212
H -2.322 1.343 0.685
H -2.193 0.907 -1.310
H -0.665 2.066 -0.262
H 1.047 1.457 1.455
N -0.315 -1.291 -0.329
N -0.263 1.096 -0.287
O 3.150 0.084 -0.067
*
```

Summary:
**Gap between HOMO and LUMO**: 0.327 Eh
**SMILES**: O[C@@H]1[C@H]2NCCN[C@@H]12
**E**: -10368.150 eV

***

C5H10N2O in the gas phase. Source: OMol25; level of theory: ωB97M-V/def2-TZVPD.

The geometry in ORCA input format:
```
! RIJCOSX wB97M-V def2-TZVPD def2/J DEFGRID3
* xyz 0 1
C 0.073 -0.793 -0.856
C -0.644 -0.439 -2.150
C -0.389 1.547 0.124
C -0.177 0.071 0.335
N 0.003 0.192 2.775
C 0.133 -0.435 1.559
N 1.694 -0.716 -1.013
O 2.262 -1.776 -0.803
H -0.114 -1.847 -0.620
H 0.139 1.197 2.742
H 0.555 -0.239 3.513
H 0.296 -1.506 1.675
H -1.730 -0.410 -2.005
H -0.435 -1.189 -2.920
H -0.325 0.531 -2.548
H -0.788 2.039 1.016
H 0.552 2.040 -0.141
H -1.103 1.732 -0.682
*
```

Summary:
**Gap between HOMO and LUMO**: 0.303 Eh
**SMILES**: C/C(=C\N)[C@@H](C)N=O
**E**: -10371.999 eV

***

C5H10N2O in the gas phase. Source: OMol25; level of theory: ωB97M-V/def2-TZVPD.

The geometry in ORCA input format:
```
! RIJCOSX wB97M-V def2-TZVPD def2/J DEFGRID3
* xyz 0 1
C 0.143 0.798 0.894
C 1.199 -1.698 0.228
C 0.953 0.543 -1.051
C -1.230 0.990 0.293
N -2.066 -0.095 0.365
C 1.350 -0.199 0.122
O 0.270 -0.254 -1.905
N -1.586 2.019 -0.371
H -0.020 0.282 -2.655
H -1.654 -1.006 0.447
H -2.935 -0.006 -0.132
H -0.832 2.688 -0.484
H 0.600 1.757 1.122
H 0.047 0.218 1.819
H 2.254 0.202 0.577
H 1.260 -2.027 1.266
H 1.996 -2.185 -0.334
H 0.251 -2.028 -0.198
*
```

Summary:
**Gap between HOMO and LUMO**: 0.333 Eh
**E**: -10371.823 eV

***

2 unconnected molecules or ions with the total composition C5H10N2O. Source: OMol25; level of theory: ωB97M-V/def2-TZVPD.

The geometry in ORCA input format:
```
! RIJCOSX wB97M-V def2-TZVPD def2/J DEFGRID3
* xyz 0 1
C 3.317 0.599 0.252
O 2.613 -0.643 0.298
H 3.132 -1.337 -0.112
H 2.851 1.234 -0.508
H 4.377 0.460 0.050
H 3.181 1.105 1.208
C -2.019 0.923 -1.660
C -0.639 -0.506 0.006
C -1.773 0.046 -0.479
C -2.291 -0.864 1.397
N -0.970 -1.093 1.203
N -2.806 -0.193 0.418
H 0.395 -0.439 -0.291
H -0.292 -1.485 1.834
H -2.636 1.758 -1.328
H -2.564 0.406 -2.453
H -2.776 -1.289 2.262
H -1.101 1.319 -2.096
*
```

Summary:
**Gap between HOMO and LUMO**: 0.331 Eh
**SMILES**: Cc1c[nH]cn1.CO
**E**: -10374.419 eV

***

C5H10N2O in the gas phase. Source: OMol25; level of theory: ωB97M-V/def2-TZVPD.

The geometry in ORCA input format:
```
! RIJCOSX wB97M-V def2-TZVPD def2/J DEFGRID3
* xyz 0 1
N -1.543 -0.303 1.804
C -0.453 0.233 1.088
C 0.062 -0.878 0.086
C 1.464 -0.596 -0.563
C 1.893 -1.210 -1.619
C -0.774 1.529 0.311
N -0.543 1.543 -1.022
O -1.169 2.487 0.972
H -1.308 -0.666 2.595
H -2.442 0.140 1.623
H 0.377 0.373 1.832
H -0.635 -1.175 -0.680
H 0.134 -1.779 0.711
H 1.888 0.121 0.135
H 2.934 -1.156 -1.951
H 1.289 -1.985 -2.239
H -0.083 0.975 -1.743
H -1.091 2.348 -1.338
*
```

Summary:
**Gap between HOMO and LUMO**: 0.362 Eh
**SMILES**: C=CC[C@H](N)C(N)=O
**E**: -10373.202 eV

***

C5H10N2O in the gas phase. Source: OMol25; level of theory: ωB97M-V/def2-TZVPD.

The geometry in ORCA input format:
```
! RIJCOSX wB97M-V def2-TZVPD def2/J DEFGRID3
* xyz 0 1
C 0.291 -0.363 1.196
C 0.621 1.024 0.955
C 0.148 1.303 -0.443
C -1.175 0.418 -0.547
C -0.520 -0.913 -1.006
H 0.897 -1.139 1.934
H -0.794 -0.457 1.259
H 1.575 1.393 0.949
H -0.297 1.556 1.414
H 0.940 1.068 -1.097
H -0.258 2.298 -0.659
H -1.755 0.824 -1.525
H -1.901 0.469 0.263
H -0.365 -1.082 -2.014
H -1.517 -1.337 -0.951
N 1.387 -2.060 -0.252
N 0.413 -1.149 -0.014
O 2.310 -1.853 0.537
*
```

Summary:
**Gap between HOMO and LUMO**: 0.350 Eh
**SMILES**: O=NN1CCCCC1
**E**: -10368.917 eV

***

A molecular structure, C5H10N2O. Source: OMol25; level of theory: ωB97M-V/def2-TZVPD.

The geometry in ORCA input format:
```
! RIJCOSX wB97M-V def2-TZVPD def2/J DEFGRID3
* xyz 0 1
C -0.661 -0.689 0.636
C 0.737 -0.471 1.151
C 0.520 0.590 -1.666
C -1.179 -1.688 -0.238
N -0.466 0.831 -0.620
N 0.878 0.973 1.222
C 0.010 1.693 0.388
O -0.298 2.843 0.600
H 1.204 1.418 2.067
H -1.407 -0.236 1.288
H 0.836 -0.916 2.147
H 1.476 -0.937 0.490
H 0.296 -0.363 -2.163
H 1.558 0.555 -1.312
H 0.451 1.371 -2.429
H -1.374 -0.533 -0.801
H -2.102 -2.166 0.061
H -0.480 -2.276 -0.821
*
```

Summary:
**Gap between HOMO and LUMO**: 0.354 Eh
**E**: -10371.676 eV

***

2 unconnected molecules or ions with the total composition C5H10N2O. Source: OMol25; level of theory: ωB97M-V/def2-TZVPD.

The geometry in ORCA input format:
```
! RIJCOSX wB97M-V def2-TZVPD def2/J DEFGRID3
* xyz 0 3
C -1.848 -0.324 -0.140
C -1.559 -0.968 1.236
C 1.754 -0.477 1.576
C 1.199 -0.443 0.231
C 1.034 0.651 -0.535
N -2.320 0.858 -0.592
N -2.005 -0.490 -1.375
O 0.445 0.775 -1.820
H -1.105 -2.021 1.268
H -2.456 -0.786 1.776
H -0.776 -0.350 1.688
H 1.931 -1.486 1.995
H 1.118 -0.047 2.319
H 2.767 -0.101 1.630
H -1.676 1.577 -0.910
H 0.955 -1.449 -0.132
H 1.326 1.745 -0.158
H 0.116 -0.168 -2.029
*
```

Summary:
**Gap between HOMO and LUMO (spin up / spin down)**: 0.232 / 0.263 Eh
**E**: -10366.500 eV

***

A gas-phase ion, C5H10N2O (charge +1). Source: OMol25; level of theory: ωB97M-V/def2-TZVPD.

The geometry in ORCA input format:
```
! RIJCOSX wB97M-V def2-TZVPD def2/J DEFGRID3
* xyz 1 2
N 0.726 0.044 1.094
C -0.402 -0.551 1.865
C -0.714 -1.832 1.121
C -0.601 -1.351 -0.344
C 0.524 -0.307 -0.254
C 0.179 1.006 -1.088
N 0.421 2.193 -0.594
O -0.172 0.809 -2.237
H 1.606 -0.307 1.455
H -1.236 0.138 1.745
H -0.172 -0.520 2.933
H -1.705 -2.189 1.421
H 0.067 -2.567 1.268
H -0.265 -2.158 -0.992
H -1.559 -0.938 -0.678
H 1.443 -0.635 -0.736
H 0.637 2.313 0.391
H 0.401 3.000 -1.207
*
```

Summary:
**Gap between HOMO and LUMO (spin up / spin down)**: 0.450 / 0.228 Eh
**E**: -10366.591 eV

***

2 unconnected molecules or ions with the total composition C5H10N2O. Source: OMol25; level of theory: ωB97M-V/def2-TZVPD.

The geometry in ORCA input format:
```
! RIJCOSX wB97M-V def2-TZVPD def2/J DEFGRID3
* xyz 1 2
C -1.177 2.315 0.179
C 0.095 -1.059 1.006
C -1.938 -0.039 0.886
C -0.866 0.931 0.690
N -1.318 -1.265 1.097
N 0.372 0.322 0.877
H -1.841 -2.051 0.839
H 0.713 -1.881 1.102
H -2.953 0.017 1.068
H -0.365 2.693 -0.380
H -1.308 2.967 1.152
H -2.221 2.413 -0.354
C 1.846 -1.024 -2.307
O 2.470 -0.172 -1.359
H 1.976 0.724 -1.319
H 2.007 -2.062 -1.947
H 0.842 -0.763 -2.488
H 2.261 -0.814 -3.339
*
```

Summary:
**Gap between HOMO and LUMO (spin up / spin down)**: 0.310 / 0.189 Eh
**E**: -10364.659 eV

***

A gas-phase ion, C5H10N2O (charge +2). Source: OMol25; level of theory: ωB97M-V/def2-TZVPD.

The geometry in ORCA input format:
```
! RIJCOSX wB97M-V def2-TZVPD def2/J DEFGRID3
* xyz 2 1
C 1.001 -1.601 0.482
C 2.091 -0.959 0.046
C 0.709 0.994 -0.585
C -0.297 -0.895 0.663
C -1.776 1.153 0.498
N 1.829 0.325 -0.447
N -0.561 0.287 -0.199
O -1.115 -0.155 -1.471
H 1.225 -2.658 0.698
H 3.099 -1.424 -0.065
H 0.579 1.880 -1.140
H -1.146 -1.449 0.345
H -0.266 -0.661 1.739
H -1.885 0.937 1.584
H -1.616 2.157 0.225
H -2.669 0.803 0.087
H 2.745 0.916 -0.804
H -1.947 0.349 -1.656
*
```

Summary:
**Gap between HOMO and LUMO (spin up / spin down)**: 0.324 / 0.324 Eh
**SMILES**: C[N@@+]1(O)C=[NH+]C=CC1
**E**: -10352.207 eV

***

C5H10N2O2 in the gas phase. Source: OMol25; level of theory: ωB97M-V/def2-TZVPD.

The geometry in ORCA input format:
```
! RIJCOSX wB97M-V def2-TZVPD def2/J DEFGRID3
* xyz 0 1
C 1.409 -1.756 1.146
C 0.586 1.580 0.549
C -1.001 -0.969 0.827
C -0.169 0.898 -0.547
N -0.825 1.172 -2.814
C -0.841 -0.254 -0.431
O -0.077 1.646 -1.686
O 0.145 -1.417 1.665
N -2.078 -1.200 1.405
H -1.248 2.011 -3.203
H -0.132 0.828 -3.478
H -1.835 -1.675 2.301
H -1.468 -0.591 -1.243
H 1.470 -2.840 0.998
H 2.179 -1.457 1.863
H 1.592 -1.259 0.186
H -0.024 2.381 0.962
H 0.815 0.883 1.347
H 1.499 2.020 0.153
*
```

Summary:
**Gap between HOMO and LUMO**: 0.358 Eh
**SMILES**: [H]/N=C(/C=C(\C)ON)OC
**E**: -12419.303 eV

***

C5H10N2O2 in the gas phase. Source: OMol25; level of theory: ωB97M-V/def2-TZVPD.

The geometry in ORCA input format:
```
! RIJCOSX wB97M-V def2-TZVPD def2/J DEFGRID3
* xyz 0 1
C 1.360 0.146 1.571
C -0.878 -0.839 1.139
C 0.248 0.383 -0.697
C 0.183 -0.138 0.664
N -0.576 0.064 -2.931
N -2.044 -1.105 0.475
C 0.949 1.462 -1.055
O -0.487 -0.375 -1.597
O -0.936 -1.293 2.424
H -0.187 -0.949 2.923
H 0.359 0.044 -3.341
H -0.908 1.033 -2.934
H -2.601 -1.833 0.897
H -1.990 -1.102 -0.530
H 1.621 -0.734 2.164
H 2.232 0.394 0.970
H 1.165 0.982 2.250
H 1.473 2.045 -0.324
H 1.017 1.815 -2.069
*
```

Summary:
**Gap between HOMO and LUMO**: 0.304 Eh
**SMILES**: C=C(ON)/C(C)=C(\N)O
**E**: -12419.995 eV

***

A molecular structure, C5H10N2O2. Source: OMol25; level of theory: ωB97M-V/def2-TZVPD.

The geometry in ORCA input format:
```
! RIJCOSX wB97M-V def2-TZVPD def2/J DEFGRID3
* xyz 0 1
C 1.073 -0.317 -0.256
C -0.408 -2.160 1.324
N -0.084 -0.141 -1.122
C 0.373 0.091 1.004
N 0.353 0.191 -2.434
C -0.803 1.504 -0.416
C 0.012 1.464 1.128
O -0.330 -0.760 1.704
O -0.550 2.419 -1.199
H -0.392 -0.116 -3.053
H 0.369 1.222 -2.509
H -1.815 1.160 -0.170
H 1.892 0.384 -0.462
H 1.474 -1.335 -0.253
H 0.542 -2.653 1.529
H -1.191 -2.575 1.951
H -0.677 -2.238 0.272
H -0.660 1.685 1.951
H 0.823 2.173 1.010
*
```

Summary:
**Gap between HOMO and LUMO**: 0.279 Eh
**E**: -12417.760 eV

***

C5H10N2O4S2 in the gas phase. Source: OMol25; level of theory: ωB97M-V/def2-TZVPD.

The geometry in ORCA input format:
```
! RIJCOSX wB97M-V def2-TZVPD def2/J DEFGRID3
* xyz 0 1
C 0.265 2.458 -0.530
C -0.520 1.449 0.075
C 1.305 0.003 0.043
C -1.268 -0.243 2.255
C 1.779 -2.330 -1.506
N 1.846 1.942 -0.903
N 2.113 0.880 -0.527
O -2.226 2.147 1.980
O 0.121 1.982 2.686
O 0.225 -0.154 -2.311
O -0.560 -1.674 -0.479
S -0.953 1.490 1.839
S 0.524 -0.941 -1.136
H -0.013 2.632 -1.573
H 0.362 3.403 0.094
H -1.258 0.844 -0.398
H 1.653 -0.428 1.027
H -2.308 -0.222 2.060
H -0.761 -0.984 1.613
H -0.990 -0.663 3.175
H 1.324 -2.520 -2.499
H 2.776 -2.067 -1.291
H 1.459 -3.129 -0.896
*
```

Summary:
**Gap between HOMO and LUMO**: 0.344 Eh
**E**: -38181.734 eV

***

2 unconnected molecules or ions with the total composition C5H10N2O5. Source: OMol25; level of theory: ωB97M-V/def2-TZVPD.

The geometry in ORCA input format:
```
! RIJCOSX wB97M-V def2-TZVPD def2/J DEFGRID3
* xyz 0 1
C 1.469 -0.789 0.596
C -2.709 2.932 1.030
C -1.288 -0.415 -2.047
C 2.719 -1.508 0.232
C -0.679 -0.116 0.315
N 0.459 -0.670 -0.142
N 3.125 -1.569 -1.131
O -3.139 1.698 1.436
O 1.554 -0.434 1.873
O -3.456 3.869 0.824
O -0.851 0.183 1.504
O -1.609 0.080 -0.656
H -2.235 0.113 -2.555
H -1.280 -1.501 -2.180
H -0.310 -0.001 -2.248
H 3.300 -1.030 0.948
H 2.557 -2.454 0.591
H -2.430 1.012 1.584
H 2.324 -1.735 -1.774
H 3.402 -0.693 -1.410
H 0.683 -0.031 2.248
H -1.606 3.060 0.963
*
```

Summary:
**Gap between HOMO and LUMO**: 0.375 Eh
**SMILES**: COC(=O)/N=C(\O)CN.O=CO
**E**: -18564.063 eV

***

C5H10N2S in the gas phase. Source: OMol25; level of theory: ωB97M-V/def2-TZVPD.

The geometry in ORCA input format:
```
! RIJCOSX wB97M-V def2-TZVPD def2/J DEFGRID3
* xyz 0 1
C 1.877 0.999 -0.440
C 0.782 -0.025 -0.145
C 0.111 0.288 1.219
C -1.590 -0.400 -0.265
C -0.424 0.083 -1.058
H 1.556 2.059 -0.486
H 2.416 0.762 -1.377
H 2.649 0.839 0.316
H 0.478 -2.473 0.286
H 0.027 1.373 1.370
H 0.666 -0.133 2.068
H -1.889 -0.281 1.780
H -3.396 -0.965 -0.004
H -0.277 -0.442 -2.010
H -0.601 1.096 -1.455
N -1.166 -0.402 1.081
N -2.765 -0.679 -0.764
S 1.545 -1.699 -0.117
*
```

Summary:
**Gap between HOMO and LUMO**: 0.359 Eh
**SMILES**: [H]/N=C1/C[C@](C)(S)CN1
**E**: -19162.564 eV

***

C5H10N2S in the gas phase. Source: OMol25; level of theory: ωB97M-V/def2-TZVPD.

The geometry in ORCA input format:
```
! RIJCOSX wB97M-V def2-TZVPD def2/J DEFGRID3
* xyz 0 1
C -0.447 1.353 1.608
C 0.570 1.290 0.482
C 1.865 0.584 0.898
C -0.388 -0.499 -0.708
C -1.368 -2.371 -1.910
H -1.384 1.829 1.276
H -0.030 1.927 2.457
H -0.712 0.353 1.948
H 0.839 2.353 0.193
H 2.330 1.163 1.693
H 1.669 -0.441 1.253
H 2.559 0.558 0.081
H -0.311 -1.171 0.158
H -1.000 -0.534 -2.648
H -1.249 -2.906 -0.986
N 0.001 0.702 -0.737
N -0.932 -1.101 -1.833
S -2.012 -3.091 -3.225
*
```

Summary:
**Gap between HOMO and LUMO**: 0.332 Eh
**SMILES**: CC(C)/N=C/NC=S
**E**: -19162.285 eV

***

2 unconnected molecules or ions with the total composition C5H10N2S. Source: OMol25; level of theory: ωB97M-V/def2-TZVPD.

The geometry in ORCA input format:
```
! RIJCOSX wB97M-V def2-TZVPD def2/J DEFGRID3
* xyz 0 1
C 0.166 0.291 1.293
C -0.977 2.185 -0.474
C 0.756 -2.520 0.841
C -1.438 0.754 -0.566
C -0.565 -0.132 0.202
N 0.779 0.707 2.189
N 1.851 -0.407 -1.175
S -0.807 -1.817 0.120
H -0.211 2.335 -1.203
H -1.940 2.709 -0.594
H -0.537 2.482 0.543
H 0.424 -3.466 1.130
H 0.871 -1.780 1.592
H 1.568 -2.369 0.176
H -2.431 0.585 -0.019
H -1.625 0.208 -1.517
H 1.796 0.082 -2.072
H 2.319 0.153 -0.466
*
```

Summary:
**Gap between HOMO and LUMO (spin up / spin down)**: 0.321 / 0.250 Eh
**E**: -19158.305 eV

***

C5H10N2S in the gas phase. Source: OMol25; level of theory: ωB97M-V/def2-TZVPD.

The geometry in ORCA input format:
```
! RIJCOSX wB97M-V def2-TZVPD def2/J DEFGRID3
* xyz 0 1
C -1.647 -1.725 -0.001
C -1.798 -0.225 0.039
C -0.609 0.589 -0.499
C -0.082 1.860 0.084
C 2.823 -0.216 0.539
H -1.511 -2.081 -1.020
H -2.536 -2.231 0.326
H -0.772 -2.117 0.575
H -1.955 0.107 1.068
H -2.686 0.001 -0.535
H -0.365 0.430 -1.517
H -0.660 2.248 0.964
H 0.397 2.601 -0.525
H 2.089 0.584 -1.102
H 2.610 -0.487 1.506
N 0.560 0.640 0.388
N 1.860 0.445 -0.122
S 4.283 -0.423 -0.168
*
```

Summary:
**Gap between HOMO and LUMO**: 0.341 Eh
**SMILES**: CC[C@H]1CN1NC=S
**E**: -19160.287 eV